Entry from the Open Molecules 2025 dataset: 9 unconnected molecules or ions with the total composition C29H48F6O24P at a distorted geometry (wB97M-V/def2-TZVPD).

The geometry in ORCA input format:
```
! wB97M-V def2-TZVPD RIJCOSX def2/J DEFGRID3
* xyz -1 1
P -0.06 -0.46 0.42
F 1.33 -0.81 -0.46
F 0.94 0.12 1.57
F -0.20 1.05 -0.24
F -1.40 -0.19 1.39
F -1.04 -1.07 -0.76
F 0.11 -1.92 1.18
C -1.03 3.38 -3.20
C -0.29 2.15 -3.58
C -0.90 0.80 -3.33
O -0.18 0.05 -4.33
C 0.36 0.90 -5.28
O 1.13 0.59 -6.18
O 0.18 2.14 -4.85
H -1.26 3.36 -2.13
H -1.96 3.56 -3.75
H -0.53 4.32 -3.44
H 0.62 2.17 -2.98
H -1.96 0.62 -3.51
H -0.61 0.28 -2.42
C -4.77 -0.94 0.83
C -5.02 0.59 1.12
C -3.80 1.43 0.99
O -4.40 2.59 0.25
C -5.53 2.21 -0.32
O -6.25 2.92 -1.06
O -6.03 1.11 0.25
H -4.07 -1.01 0.00
H -5.74 -1.28 0.46
H -4.53 -1.58 1.68
H -5.48 0.57 2.11
H -3.05 0.86 0.43
H -3.37 1.67 1.96
C 3.46 2.59 1.18
C 2.63 3.17 -0.01
C 3.08 4.62 -0.50
O 3.54 4.42 -1.83
C 3.40 3.22 -2.20
O 3.69 2.81 -3.30
O 2.91 2.44 -1.18
H 3.55 1.51 1.25
H 3.19 2.93 2.18
H 4.50 2.89 1.02
H 1.55 3.17 0.12
H 3.84 4.97 0.20
H 2.29 5.37 -0.53
C 0.58 4.40 3.29
C -0.38 4.20 2.13
C -1.85 4.39 2.36
O -2.24 5.14 1.17
C -1.16 5.55 0.59
O -1.22 6.14 -0.49
O -0.06 5.28 1.24
H 0.36 5.20 4.00
H 1.61 4.42 2.92
H 0.56 3.48 3.88
H -0.20 3.27 1.59
H -2.06 4.92 3.29
H -2.33 3.43 2.21
C -3.19 -4.52 1.01
C -2.64 -4.43 2.46
C -2.19 -3.06 2.75
O -2.78 -2.68 3.97
C -3.79 -3.60 4.30
O -4.59 -3.56 5.23
O -3.72 -4.58 3.41
H -2.53 -4.46 0.15
H -4.07 -3.91 0.81
H -3.51 -5.56 0.90
H -1.77 -5.08 2.54
H -2.42 -2.29 2.02
H -1.11 -3.06 2.90
C 2.20 -3.56 -5.49
O 2.66 -2.57 -4.61
C 3.86 -2.66 -3.96
O 4.75 -3.47 -4.18
O 3.94 -1.78 -2.97
C 3.18 -0.54 -2.97
H 1.43 -4.24 -5.12
H 3.03 -4.14 -5.90
H 1.74 -3.12 -6.37
H 3.28 0.06 -2.07
H 2.12 -0.77 -3.05
H 3.57 0.00 -3.84
C 1.08 0.56 4.54
O 1.76 1.15 5.67
C 3.06 1.60 5.53
O 3.71 2.04 6.50
O 3.55 1.33 4.29
C 4.96 1.41 3.98
H 1.14 1.26 3.71
H 0.08 0.46 4.96
H 1.44 -0.44 4.29
H 5.39 2.41 3.99
H 5.22 0.93 3.03
H 5.37 0.82 4.79
C -0.77 -7.76 -2.99
O 0.22 -6.77 -2.93
C 0.22 -5.93 -1.88
O -0.34 -6.17 -0.79
O 0.85 -4.80 -2.26
C 1.04 -3.82 -1.28
H -1.60 -7.80 -2.29
H -0.15 -8.66 -3.05
H -1.25 -7.74 -3.97
H 1.34 -4.05 -0.26
H 0.04 -3.39 -1.18
H 1.74 -3.16 -1.78
*
```

## Properties
Max |F| = 5.49 eV/A
Lowest unoccupied orbital energy = 0.070 hartree
ΔE to the lowest compared entry with this formula, charge and spin = 0.000 eV
Gap between HOMO and LUMO = 10.3 eV
Highest occupied orbital energy = -8.5 eV

These are the Löwdin partial charges, in e, on atoms 1 to 8: 0.331, -0.177, -0.172, -0.177, -0.199, -0.175, -0.178, -0.004



Entry from the Open Molecules 2025 dataset: 5 unconnected molecules or ions with the total composition C29H48N2O11S4 at a distorted geometry (wB97M-V/def2-TZVPD).

The geometry in ORCA input format:
```
! wB97M-V def2-TZVPD RIJCOSX def2/J DEFGRID3
* xyz 0 1
N -4.91 -0.55 4.90
C -3.56 -0.89 4.45
C -2.83 0.15 3.61
C -3.24 1.48 3.64
C -2.60 2.46 2.89
C -1.52 2.07 2.13
C -1.08 0.76 2.07
C -1.74 -0.23 2.80
C -1.29 -1.67 2.70
C -2.23 -2.63 1.94
C -3.07 -1.99 0.84
C -4.19 -2.91 0.37
O -3.77 -3.69 -0.74
C 0.10 0.69 1.16
O 0.65 -0.25 0.69
N 0.48 2.06 0.89
C -0.64 2.87 1.23
O -0.84 3.97 0.81
H -4.91 0.24 5.53
H -5.49 -0.36 4.10
H -3.66 -1.82 3.90
H -2.94 -1.11 5.31
H -4.09 1.77 4.24
H -2.92 3.49 2.89
H -0.34 -1.68 2.17
H -1.08 -2.08 3.69
H -1.60 -3.37 1.46
H -2.87 -3.19 2.62
H -3.54 -1.06 1.16
H -2.45 -1.76 -0.02
H -4.57 -3.51 1.19
H -5.01 -2.26 0.03
H -4.53 -3.82 -1.30
H 1.30 2.34 1.41
O 2.30 6.15 4.73
S 1.07 6.76 4.26
O -0.07 6.90 5.14
C 1.47 8.35 3.54
C 1.76 8.03 2.08
C 0.68 7.04 1.64
C 0.57 5.97 2.73
H 2.32 8.78 4.07
H 0.59 8.99 3.65
H 1.75 8.93 1.47
H 2.75 7.57 1.99
H -0.28 7.56 1.54
H 0.90 6.59 0.68
H -0.44 5.59 2.85
H 1.26 5.14 2.55
O 5.82 6.00 1.05
S 5.88 6.23 2.47
O 5.47 7.49 3.05
C 5.03 4.89 3.30
C 6.11 3.83 3.51
C 7.35 4.59 3.98
C 7.53 5.80 3.06
H 4.20 4.55 2.68
H 4.65 5.27 4.25
H 5.79 3.08 4.24
H 6.32 3.32 2.57
H 7.21 4.94 5.01
H 8.24 3.96 3.97
H 7.95 6.67 3.57
H 8.13 5.56 2.18
O -3.72 -1.28 -3.80
S -3.53 -2.69 -4.06
O -4.40 -3.67 -3.46
C -3.49 -2.95 -5.82
C -2.02 -2.78 -6.19
C -1.23 -3.52 -5.10
C -1.81 -3.10 -3.74
H -4.15 -2.23 -6.31
H -3.83 -3.96 -6.01
H -1.80 -3.17 -7.18
H -1.75 -1.71 -6.19
H -1.35 -4.59 -5.24
H -0.16 -3.29 -5.15
H -1.78 -3.90 -3.01
H -1.33 -2.21 -3.34
O -1.27 -6.78 -5.43
S -0.18 -6.97 -6.36
O 0.08 -6.02 -7.41
C 1.32 -7.27 -5.43
C 1.33 -8.78 -5.23
C 0.91 -9.39 -6.57
C -0.32 -8.62 -7.06
H 1.29 -6.70 -4.51
H 2.15 -6.95 -6.05
H 2.31 -9.13 -4.91
H 0.61 -9.06 -4.45
H 1.72 -9.29 -7.29
H 0.69 -10.46 -6.48
H -0.36 -8.54 -8.14
H -1.25 -9.06 -6.68
*
```

## Properties
Max |F| = 1.10 eV/A
Lowest unoccupied orbital energy = -0.007 hartree
SMILES string = NCc1ccc2c(c1CCCCO)C(=O)NC2=O.O=S1(=O)CCCC1.O=S1(=O)CCCC1.O=S1(=O)CCCC1.O=S1(=O)CCCC1
Gap between HOMO and LUMO = 9.3 eV
Highest occupied orbital energy = -9.5 eV

These are the Löwdin partial charges, in e, on atoms 1 to 8: 0.005, -0.215, -0.134, -0.004, 0.019, -0.092, -0.037, -0.108